Arrangement P

Here is a structure of composition C4H8Br2O from OMol25. Energies are from ωB97M-V/def2-TZVPD.

Values from the calculation:
HOMO level = -9.244 eV
HOMO-LUMO gap = 9.857 eV

Structure (ORCA input):
```
! wB97M-V def2-TZVPD RIJCOSX def2/J DEFGRID3
* xyz 0 1
Br 3.098 -1.362 -0.117
O 0.371 -0.635 -0.057
H -1.434 -1.089 2.489
C 2.088 -0.654 -2.637
H 1.501 -0.048 -3.283
C 2.610 -0.186 -1.558
C -1.300 -0.398 1.648
H -1.199 -1.958 0.243
H 2.062 -1.694 -2.816
H -3.317 3.796 1.697
C -0.638 -1.036 0.506
Br 2.752 1.673 -1.132
H -0.721 0.562 2.089
H -3.462 3.054 1.441
H -2.411 -0.025 1.488
*
```

Arrangement Q

Here is a structure of composition C4H8Br2O from OMol25. Energies are from ωB97M-V/def2-TZVPD.

Values from the calculation:
HOMO level = -9.772 eV
HOMO-LUMO gap = 10.392 eV

Structure (ORCA input):
```
! wB97M-V def2-TZVPD RIJCOSX def2/J DEFGRID3
* xyz 0 1
H 0.600 1.558 2.471
H -0.814 0.920 0.956
C -0.961 -1.792 1.356
C 1.116 0.755 1.936
H -0.802 -3.843 0.595
H -1.303 -2.693 -0.618
H -2.426 -3.312 0.629
C -1.428 -2.894 0.441
H 0.575 0.691 -0.223
H 2.134 1.157 1.729
Br -2.435 -0.774 1.970
H 1.195 -0.145 2.495
O -0.054 -0.830 0.443
C 0.197 0.498 0.756
Br 0.173 -2.291 2.707
*
```

Energies relative to the most stable structure are arrangement P 111.3; arrangement Q 0.0, reported in kJ/mol.

Arrangement P

Here is a cluster of 26 separate species, C15H72BNO32 in total from OMol25. Energies are from ωB97M-V/def2-TZVPD.

Values from the calculation:
HOMO level = -9.754 eV
HOMO-LUMO gap = 8.518 eV

Structure (ORCA input):
```
! wB97M-V def2-TZVPD RIJCOSX def2/J DEFGRID3
* xyz 0 1
H 0.712 -2.430 2.994
H 3.275 1.153 -3.251
H 4.903 1.515 0.616
O -1.267 -6.109 -0.117
H -1.786 -5.841 -0.849
H 2.493 2.918 0.446
H -0.289 7.689 1.067
O -2.347 6.430 3.516
H -3.508 5.113 3.279
O 5.320 -3.929 -5.760
O 5.087 1.135 -0.218
O -0.015 2.625 -3.384
H 1.121 -5.510 1.689
O -4.375 4.722 3.368
H 1.348 6.780 -0.721
H 2.585 2.746 -1.951
C 1.424 -4.381 -2.250
O 3.912 1.759 -2.808
H -4.216 -6.236 1.133
H 0.279 -0.058 0.915
H -6.274 -0.935 2.947
H 0.318 3.195 3.760
H 0.327 1.749 3.525
H -1.700 -0.012 4.475
C 0.022 -0.671 -0.078
H 4.393 2.029 -3.589
H 4.332 1.431 -0.899
H -0.342 -5.672 -0.240
H -0.612 -1.626 -5.436
H -0.005 4.077 1.233
O 3.613 -2.246 -3.558
O -0.384 -4.017 -3.738
H -0.545 -3.361 3.430
H -0.520 -0.588 3.719
H -2.678 1.354 -1.027
H 3.002 -2.839 3.707
C 0.840 -4.080 -3.430
H 2.079 2.429 1.948
O 4.629 -3.937 0.483
C -1.636 1.113 -0.609
O 5.471 -1.493 -4.550
H -6.652 -2.946 0.260
C 2.506 -0.901 -0.399
H -1.639 8.188 0.880
H 0.670 2.797 -2.777
H -5.082 5.215 3.895
C -1.536 1.906 0.798
H -2.658 -5.687 0.996
H -4.896 3.533 -2.022
H 2.246 4.402 -1.913
H -1.954 -0.923 1.494
H -0.913 5.363 0.246
H -3.084 -2.928 -1.909
C -2.409 -0.926 0.562
H -2.099 -3.095 0.738
H 0.380 2.499 -4.177
C -1.876 3.391 0.622
H -3.335 -3.706 2.792
H -2.302 3.782 1.730
H -3.326 -0.358 0.531
H 7.050 -1.177 -1.532
C 4.730 -3.662 -4.791
O 1.160 7.302 -0.015
O 2.448 5.529 3.034
O 1.687 -4.871 1.292
H 2.531 -0.692 0.635
H -0.041 -1.736 0.021
H -5.530 3.313 -0.596
O 2.598 2.423 1.180
H -0.505 1.792 1.263
C -2.272 -2.506 -1.376
H -0.200 3.857 -0.459
O 6.364 -1.433 -0.954
O 0.936 2.497 3.365
H -2.771 -0.678 -1.821
B 2.933 -3.548 -3.558
O -6.121 -3.523 0.725
O 2.602 -2.456 2.952
O -5.434 2.853 -1.449
H 5.732 -0.820 -0.842
O -1.034 7.965 1.646
H 2.780 6.507 3.429
H 1.577 5.433 2.891
O 3.855 -4.393 -4.379
H -5.162 -3.694 0.510
O 2.035 3.480 -1.595
O 1.629 -3.561 -4.248
H -2.305 1.555 1.495
H 1.449 -4.589 0.421
H -2.703 3.618 -0.066
O 2.654 -4.052 -2.271
N -1.458 -0.336 -0.455
C 1.175 -0.404 -1.043
H 2.482 -1.994 -0.380
H -2.084 7.221 4.033
H -1.702 6.424 2.810
H 4.111 -4.057 -0.375
O -0.872 0.244 3.980
H 1.880 7.724 0.247
H 1.219 0.689 -1.351
C 4.690 -2.387 -4.297
H -1.413 -0.795 -2.572
H -1.248 -3.132 -1.322
O -3.536 -5.709 1.531
H 2.250 -2.978 2.122
O -5.399 -1.223 2.574
H -4.275 -4.523 3.582
H 0.562 -0.822 -4.531
H 3.296 -0.611 -1.030
C -0.660 4.197 0.298
O 0.828 -4.560 -1.172
O -0.303 -2.401 3.056
H -0.880 1.620 -1.314
H -5.405 -2.138 2.309
C -2.716 -2.409 0.095
H 4.326 -4.794 0.917
C -1.943 -1.069 -1.755
O -3.474 -3.818 3.682
H 0.856 -0.987 -2.012
H -3.755 -2.642 0.395
O -0.200 -0.700 -5.004
*
```

Arrangement Q

Here is a structure of composition C15H72BNO32 from OMol25. Energies are from ωB97M-V/def2-TZVPD.

Values from the calculation:
HOMO level = -9.361 eV
HOMO-LUMO gap = 8.002 eV

Structure (ORCA input):
```
! wB97M-V def2-TZVPD RIJCOSX def2/J DEFGRID3
* xyz 0 1
H 7.174 21.209 55.383
O 10.092 30.667 47.152
O 9.099 28.250 52.935
H 5.296 25.880 51.045
O 0.725 21.455 53.605
H 4.933 23.054 50.850
H 6.709 22.424 48.573
H 2.718 30.856 55.409
H 2.197 27.312 54.140
O 4.502 28.844 57.142
H 8.190 20.031 55.346
N 6.340 24.706 52.556
O 11.524 28.273 50.639
O 3.800 31.059 55.376
O 9.461 29.384 51.052
H 4.347 28.535 52.126
H 3.306 28.510 54.417
O -0.055 24.044 53.093
H 0.390 21.100 52.879
C 3.653 27.625 52.504
O 2.183 26.960 56.502
H 7.806 25.268 51.270
O 6.382 22.664 56.474
H 4.093 29.472 56.492
H 6.339 26.711 52.298
H 9.280 25.540 49.149
H 6.608 29.269 50.051
C 2.754 28.130 53.564
C 9.690 28.444 51.881
H 2.224 29.029 53.304
H 7.155 23.601 50.899
H 4.651 31.083 50.265
H 2.906 22.409 52.609
O 11.481 26.874 52.311
H 6.854 28.292 55.488
C 10.516 30.397 48.266
O 11.959 32.296 48.960
H 0.024 25.928 55.519
O 10.165 29.313 48.707
H 9.074 24.228 54.544
H 9.461 24.230 56.807
O 0.561 26.255 54.766
O 7.779 25.215 56.575
O 6.553 28.316 49.898
C 7.049 24.948 53.822
H 3.971 25.828 53.566
C 11.008 27.847 51.715
H 4.084 28.026 57.039
H 10.704 22.108 49.706
O 1.074 30.100 55.215
C 4.543 23.130 51.666
H 3.358 30.162 49.859
H 10.806 25.723 48.868
H 0.824 28.990 53.989
H -0.061 27.761 53.883
C 3.548 22.015 51.901
H 6.048 22.209 57.272
H 1.542 27.490 57.099
H 3.540 21.573 55.276
H 10.807 26.510 53.726
C 7.490 24.292 51.619
O 3.743 30.829 50.494
H 8.258 22.118 48.962
H 10.333 23.513 49.557
O -0.016 28.655 53.477
H 8.010 23.090 54.215
B 10.660 29.422 50.160
O -1.025 28.838 51.794
H 0.822 25.401 54.324
H 10.568 24.849 55.928
C 11.159 31.279 49.194
H 0.433 23.185 53.247
O 11.198 30.673 50.276
H -0.287 24.189 52.025
H 6.103 22.583 52.802
O 6.470 19.868 53.031
H 3.931 23.996 51.332
H 4.895 29.920 53.234
H 4.800 23.543 53.712
H 5.749 27.943 56.169
H 3.142 22.926 55.857
H 5.707 19.289 53.319
H 3.067 27.283 51.675
O 4.487 30.900 53.163
C 5.438 23.483 52.854
O 7.436 21.805 48.730
H 9.637 24.495 52.413
H 1.226 20.769 53.852
O 6.507 27.446 55.766
O 11.311 25.726 54.121
H 5.287 24.441 48.149
H -0.339 28.923 52.456
H 2.995 21.842 51.118
O 7.415 20.354 54.960
H 6.454 25.155 54.775
H 5.588 22.862 56.008
H 7.381 25.994 56.187
H 0.513 30.819 55.062
C 4.601 26.524 53.045
H -1.801 28.858 52.291
H 4.026 30.805 52.305
H 5.036 27.025 54.020
H 5.792 28.189 49.290
H 7.244 24.444 56.548
H 3.996 21.252 52.393
O 9.972 22.663 49.473
H 8.919 22.742 52.274
O 10.180 25.438 49.562
H 11.742 25.169 53.540
O 3.782 22.519 55.374
H 0.681 29.942 55.986
O 10.433 24.291 56.669
H 6.988 20.152 53.811
H 7.593 25.912 53.703
C 8.653 23.694 52.432
C 5.658 25.980 52.099
H 4.012 30.925 54.433
H 1.669 26.754 55.562
H 6.732 25.028 48.041
O 6.242 24.160 48.469
C 8.267 23.964 53.948
*
```

Energies relative to the most stable structure are arrangement P 0.0; arrangement Q 554.2, reported in kJ/mol.

Arrangement P

Here is the molecule H3NO3Si from OMol25. Energies are from ωB97M-V/def2-TZVPD.

Values from the calculation:
HOMO level = -10.638 eV
HOMO-LUMO gap = 10.537 eV
structure (SMILES) = O=[N+]([O-])[SiH2]O

Structure (ORCA input):
```
! wB97M-V def2-TZVPD RIJCOSX def2/J DEFGRID3
* xyz 0 1
O -1.765 -0.531 -0.479
H 1.346 -0.091 -1.760
H 0.272 -1.541 0.226
Si 0.544 -0.135 0.295
H 1.589 0.547 1.353
O -1.930 1.006 1.047
N -1.308 0.297 0.324
O 1.254 0.448 -1.005
*
```

Arrangement Q

Here is the molecule H3NO3Si from OMol25. Energies are from ωB97M-V/def2-TZVPD.

Values from the calculation:
HOMO level = -11.497 eV
HOMO-LUMO gap = 12.020 eV
structure (SMILES) = O=[N+]([O-])O[SiH3]

Structure (ORCA input):
```
! wB97M-V def2-TZVPD RIJCOSX def2/J DEFGRID3
* xyz 0 1
H -2.491 0.025 0.603
Si -1.021 0.580 0.260
N 1.264 -0.840 -0.405
O -0.016 -0.878 0.069
H -0.486 1.349 1.428
O 1.578 0.097 -1.030
H -0.679 1.467 -0.878
O 1.851 -1.800 -0.046
*
```

Energies relative to the most stable structure are arrangement P 0.0; arrangement Q 173.4, reported in kJ/mol.

Arrangement P

Here is a cluster of 10 separate species, C5H32N2O10 in total from OMol25. Energies are from ωB97M-V/def2-TZVPD.

Values from the calculation:
HOMO level = -8.423 eV
HOMO-LUMO gap = 8.561 eV
structure (SMILES) = CN(C)C[C@H](N)CO.O.O.O.O.O.O.O.O.O

Structure (ORCA input):
```
! wB97M-V def2-TZVPD RIJCOSX def2/J DEFGRID3
* xyz 0 1
O -3.529 0.233 -1.478
C -0.395 -0.455 -1.668
C -0.737 1.290 2.307
H -2.937 -2.804 0.153
O 2.620 -2.110 -2.548
H -3.923 -0.420 0.271
O -2.630 -3.467 0.779
H -2.932 -3.158 1.639
N 1.321 0.010 2.745
H 1.641 -3.421 0.093
O 2.530 -3.014 0.091
H 1.135 2.030 -1.177
H 0.737 -0.475 3.412
N -0.330 0.513 -0.602
H 2.830 3.983 -0.359
H 1.416 -0.393 0.299
H 1.239 -1.759 -4.267
H -2.800 -0.098 1.186
C 0.386 -0.075 0.530
H -0.211 -1.842 -4.592
H 3.917 3.189 0.212
H 0.158 -1.385 -1.560
O 0.454 4.163 1.561
O -0.168 -3.360 -0.206
H -0.421 2.143 -1.897
H -0.526 -3.956 -0.868
H 1.395 4.267 1.378
H -0.235 -0.128 -2.696
H 2.510 -2.177 -1.579
H -0.683 3.193 2.876
H -3.440 1.192 -1.443
H -0.199 -0.963 0.757
H -1.204 0.462 2.851
H -1.409 -0.855 -1.808
O 3.346 3.930 0.459
H -0.005 4.784 0.985
H -0.180 2.521 -0.142
C 0.069 1.854 -0.965
O -0.515 2.325 3.259
H -2.616 -0.081 -1.329
H -0.837 -3.342 0.512
H 1.188 1.695 1.507
O -3.437 -0.806 1.029
H 1.953 0.565 3.306
C 0.625 0.815 1.766
H 2.443 -2.320 0.749
H 3.364 -2.681 -2.751
O 0.446 -1.209 -4.282
H -1.421 1.596 1.510
*
```

Arrangement Q

Here is a cluster of 10 separate species, C5H32N2O10 in total from OMol25. Energies are from ωB97M-V/def2-TZVPD.

Values from the calculation:
HOMO level = -8.800 eV
HOMO-LUMO gap = 9.034 eV
structure (SMILES) = C[C@@H](CCN)NCO.O.O.O.O.O.O.O.O.O

Structure (ORCA input):
```
! wB97M-V def2-TZVPD RIJCOSX def2/J DEFGRID3
* xyz 0 1
H 2.547 2.347 -2.713
H 2.334 -0.056 2.560
N -1.209 -1.901 2.122
C -2.265 0.101 -1.662
H -1.105 -2.113 -2.813
H 1.661 2.083 0.573
H 1.798 -2.669 1.583
H -1.728 -2.043 2.926
H -2.752 0.877 1.997
H -0.742 2.605 -0.184
H 0.518 0.525 4.347
H 1.688 -3.858 0.717
N -0.043 0.797 -1.411
H -0.344 3.664 -1.122
H 0.299 -1.412 0.435
O 1.110 -3.166 1.182
H -2.010 -0.274 -2.639
O -0.186 -2.464 -3.159
H 0.716 -0.880 3.607
C 1.311 0.718 -0.860
H -0.248 -2.380 2.005
H 1.094 3.098 2.619
C -1.897 -1.786 0.697
H -4.182 0.358 1.942
O 2.353 -1.441 -2.710
O 2.820 -0.794 2.171
H 1.526 -1.151 -2.445
H -2.828 0.971 -1.732
O 1.405 1.155 0.394
H -3.006 -0.631 -1.210
H -0.199 1.853 -1.558
O -3.685 1.197 1.800
O 1.934 2.999 -2.601
H -0.381 -1.827 -1.005
O 0.857 0.067 3.557
H 3.107 -0.472 1.319
H -2.140 -2.704 0.144
H -0.197 -1.876 -4.028
H 1.390 2.650 -3.386
O 1.207 3.707 1.891
H 2.602 -2.269 -2.388
H 0.402 3.802 1.376
O -0.990 3.455 -0.330
H -1.577 0.716 0.236
H 1.516 -0.400 -0.783
H -2.792 -1.118 0.856
C -0.779 -1.233 -0.150
C -1.143 0.156 -0.677
H 2.231 1.013 -1.490
*
```

Energies relative to the most stable structure are arrangement P 0.0; arrangement Q 333.1, reported in kJ/mol.

Arrangement P

Here is the molecule C2H2ClP from OMol25. Energies are from ωB97M-V/def2-TZVPD.

Values from the calculation:
HOMO level = -9.268 eV
HOMO-LUMO gap = 9.072 eV
structure (SMILES) = Cl[C@@H]1C=P1

Structure (ORCA input):
```
! wB97M-V def2-TZVPD RIJCOSX def2/J DEFGRID3
* xyz 0 1
P 1.451 -0.107 -1.455
H 0.517 1.155 0.729
H -0.952 -0.956 -0.776
C -0.021 -0.429 -0.732
Cl 1.735 -0.989 1.435
C 0.878 0.120 0.407
*
```

Arrangement Q

Here is the molecule C2H2ClP from OMol25. Energies are from ωB97M-V/def2-TZVPD.

Values from the calculation:
HOMO level = -7.729 eV
HOMO-LUMO gap = 6.993 eV

Structure (ORCA input):
```
! wB97M-V def2-TZVPD RIJCOSX def2/J DEFGRID3
* xyz 0 1
H -1.306 0.530 -0.718
C 0.394 -0.116 0.229
P 1.699 -0.669 1.672
H -0.252 -0.513 -1.892
Cl -0.107 0.736 1.612
C -0.427 0.031 -0.904
*
```

Arrangement R

Here is a structure of composition C2H2ClP from OMol25. Energies are from ωB97M-V/def2-TZVPD.

Values from the calculation:
HOMO level (alpha / beta) = -8.339 / -8.445 eV
HOMO-LUMO gap (alpha / beta) = 7.021 / 6.815 eV

Structure (ORCA input):
```
! wB97M-V def2-TZVPD RIJCOSX def2/J DEFGRID3
* xyz 0 1
Cl 1.888 -0.602 0.475
P 0.663 -0.259 -2.035
H -1.588 0.517 -0.074
C -0.681 0.224 0.428
C 0.384 -0.129 -0.297
H -0.667 0.250 1.502
*
```

Energies relative to the most stable structure are arrangement P 0.0; arrangement Q 192.8; arrangement R 45.2, reported in kJ/mol.

Arrangement P

Here is the ion C4H5N2O with charge +1 from OMol25. Energies are from ωB97M-V/def2-TZVPD.

Values from the calculation:
HOMO level = -13.337 eV
HOMO-LUMO gap = 7.803 eV
structure (SMILES) = C=[N+]=CCC#[N+][O-]

Structure (ORCA input):
```
! wB97M-V def2-TZVPD RIJCOSX def2/J DEFGRID3
* xyz 1 1
O 4.295 0.306 -0.231
C 0.616 -0.605 0.085
H -3.284 0.152 0.938
C -0.328 0.538 -0.019
C -2.783 0.278 -0.105
H -3.354 0.432 -1.092
H 0.237 1.425 0.100
H 0.242 -1.187 1.052
N 3.201 0.017 -0.043
C 2.112 -0.386 0.201
H 0.628 -1.437 -0.732
N -1.581 0.467 -0.156
*
```

Arrangement Q

Here is the ion C4H5N2O with charge +1 from OMol25. Energies are from ωB97M-V/def2-TZVPD.

Values from the calculation:
HOMO level (alpha / beta) = -12.933 / -12.943 eV
HOMO-LUMO gap (alpha / beta) = 6.129 / 6.147 eV

Structure (ORCA input):
```
! wB97M-V def2-TZVPD RIJCOSX def2/J DEFGRID3
* xyz 1 1
C 0.310 -0.760 0.196
H 1.707 1.942 0.076
H 0.462 -1.376 0.971
N -2.076 -0.280 -0.178
C 2.278 1.030 -0.262
O -4.067 0.685 -0.362
H -1.438 -2.087 0.176
H 2.918 0.655 0.622
H 2.899 1.132 -1.197
N -3.109 0.191 0.130
C 1.264 -0.017 -0.200
C -1.149 -1.115 0.028
*
```

Energies relative to the most stable structure are arrangement P 0.0; arrangement Q 269.3, reported in kJ/mol.